1.
This record from the OMol25 dataset describes an isolated molecule of C22H25NO5S2. The level of theory is ωB97M-V/def2-TZVPD.

Positions of all 55 atoms, in Å:
C1 -4.06578 -5.69271 0.33939
O1 -4.37710 -5.01330 1.63493
C2 -3.35189 -4.44227 2.37735
C3 -2.67148 -3.24585 1.72868
C4 -1.64886 -2.65394 2.65177
C5 -0.32783 -2.90526 2.46950
N1 0.70110 -2.10045 2.79155
C6 2.02253 -2.70135 2.66301
C7 3.13321 -1.68304 2.48258
C8 3.04010 -0.56101 3.51065
C9 1.66377 0.10086 3.50669
C10 0.48188 -0.87666 3.55015
C11 -3.74849 -2.27531 1.24393
C12 -4.27428 -2.39908 -0.04134
C13 -5.16129 -1.43172 -0.53400
C14 -5.43359 -0.28949 0.22673
C15 -4.89438 -0.16691 1.51428
C16 -4.14233 -1.21355 2.05529
S1 -4.18679 -3.98733 4.00678
O2 -3.27917 -3.23446 4.84457
O3 -5.53225 -3.51119 3.75629
C17 -4.25275 -5.65877 4.66606
C18 -5.07742 -6.05671 5.71133
C19 -4.85121 -7.30625 6.29333
C20 -3.81589 -8.13268 5.83154
C21 -3.02317 -7.73973 4.75283
C22 -3.27463 -6.50098 4.17535
S2 -2.14880 -5.76607 2.98705
O4 -1.91260 -6.71460 1.91232
O5 -1.05420 -5.23472 3.77065
H1 -4.82227 -5.31107 -0.35491
H2 -3.05092 -5.46512 -0.02865
H3 -4.17729 -6.76896 0.51048
H4 -2.12726 -3.68287 0.86883
H5 -1.98865 -1.97330 3.43018
H6 -0.03014 -3.84910 1.99621
H7 1.98431 -3.36543 1.78961
H8 2.22043 -3.33527 3.54712
H9 3.07727 -1.27088 1.46681
H10 4.08590 -2.21521 2.56704
H11 3.26539 -0.95697 4.51041
H12 3.79679 0.19341 3.27626
H13 1.57434 0.77846 4.36146
H14 1.56206 0.71894 2.60498
H15 -0.40063 -0.35955 3.14839
H16 0.24950 -1.12304 4.60316
H17 -3.99499 -3.26426 -0.64652
H18 -5.60705 -1.57405 -1.51660
H19 -6.06954 0.50037 -0.17581
H20 -5.07578 0.71980 2.12102
H21 -3.83068 -1.16767 3.09868
H22 -5.86289 -5.38815 6.05171
H23 -5.47336 -7.63109 7.12442
H24 -3.60895 -9.08622 6.31366
H25 -2.20946 -8.34787 4.36427

Computed properties:
Max |F|, Eh/bohr: 0.0342
SMILES: COC1([C@H](/C=C/N2CCCCC2)c2ccccc2)S(=O)(=O)c2ccccc2S1(=O)=O
Relative energy (zero: lowest compared OMol25 entry of this formula, charge and spin), kJ/mol: 409.35
2S+1: 1
Total energy, Ha: -2080.5394

2.
This record from the OMol25 dataset describes a structure of composition C22H26Br2MnN6O3. The level of theory is ωB97M-V/def2-TZVPD.

Positions of all 60 atoms, in Å:
Mn1 -0.17392 -0.81363 -0.28616
O1 -4.46373 -4.56795 1.41971
C1 -3.48527 -3.78231 1.18923
C2 -2.71131 -3.16243 2.18386
C3 -1.65240 -2.37362 1.86687
N1 -1.38911 -2.07728 0.56517
C4 -2.08783 -2.68628 -0.36300
Br1 -1.45221 -2.22365 -2.11049
C5 -3.17250 -3.50447 -0.16780
H1 -4.68360 -4.74180 2.37277
H2 -2.94946 -3.46152 3.20935
H3 -1.00518 -1.86722 2.53654
H4 -3.64431 -3.94188 -0.96865
C6 1.75480 2.52557 -0.53829
N2 2.21120 1.87198 -1.78539
C7 3.20562 2.52804 -2.62481
C8 4.32302 1.54231 -3.08815
C9 3.62027 0.44694 -3.84506
N3 2.43208 -0.03886 -3.12695
C10 1.99504 -1.37260 -3.55407
C11 1.91965 0.59206 -2.10281
O2 0.95061 0.02896 -1.42958
H5 2.34871 2.19475 0.27157
H6 0.71762 2.26137 -0.31273
H7 1.78933 3.61129 -0.69417
H8 3.62064 3.44191 -2.09472
H9 2.71883 2.97502 -3.54039
H10 4.92710 1.22024 -2.29933
H11 4.99319 2.13104 -3.71748
H12 4.22956 -0.39645 -3.96384
H13 3.38081 0.79546 -4.85004
H14 1.69726 -1.34164 -4.60280
H15 1.16076 -1.64211 -2.96516
H16 2.77852 -2.10110 -3.30934
N4 -4.57021 2.54556 3.25655
C12 -3.58307 1.78976 2.79687
O3 -2.89892 1.03155 3.50387
C13 -3.24420 1.83409 1.36977
C14 -3.60746 2.64453 0.30426
C15 -3.06998 2.47519 -0.97314
C16 -2.07989 1.50562 -1.19871
N5 -1.64077 0.76526 -0.16506
C17 -2.25558 0.88472 1.04183
H17 -4.78675 2.45366 4.25665
H18 -5.00869 3.32664 2.73561
H19 -4.25985 3.46182 0.41455
H20 -3.47651 3.03587 -1.80729
H21 -1.59248 1.34705 -2.16425
H22 -1.85839 0.22482 1.81074
Br2 2.10736 -3.21872 0.05204
C18 2.05658 -1.94909 1.43690
C19 2.90905 -2.09333 2.52290
C20 2.91540 -1.03332 3.44374
C21 1.98890 0.01363 3.32231
C22 1.16751 0.06568 2.23952
N6 1.23151 -0.92018 1.31536
H23 3.62319 -2.93888 2.60803
H24 3.54168 -0.98998 4.32978
H25 1.99766 0.76264 4.11423
H26 0.49013 0.90528 2.15905

Computed properties:
Max |F|, Eh/bohr: 0.0608
Relative energy (zero: lowest compared OMol25 entry of this formula, charge and spin), kJ/mol: 0.00
2S+1: 5
Total energy, Ha: -7706.3590
Net charge: +3

3.
This record from the OMol25 dataset describes a structure of composition C22H26BrN9O5Ti. The level of theory is ωB97M-V/def2-TZVPD.

Positions of all 64 atoms, in Å:
Ti1 0.14310 0.22614 0.01789
O1 -1.68735 -3.55593 -1.38980
C1 -2.53058 -3.07438 -2.31813
C2 -3.27986 -4.00321 -3.04388
C3 -4.18694 -3.58409 -4.00085
C4 -4.36634 -2.22741 -4.24992
C5 -3.61458 -1.30693 -3.53551
C6 -2.68748 -1.70356 -2.57709
C7 -1.85692 -0.70615 -1.85608
O2 -0.71064 -1.10156 -1.38989
N1 -2.29043 0.51529 -1.73747
N2 -1.34539 1.21574 -1.02504
C8 -1.40855 2.54942 -1.04839
C9 -0.24001 3.16178 -0.61973
C10 0.00675 4.56673 -0.58344
C11 1.23848 5.02633 -0.23466
C12 2.26851 4.11266 0.10120
C13 1.96522 2.77048 0.08215
N3 0.76457 2.27568 -0.25200
H1 -1.27902 -2.79686 -0.91610
H2 -3.13862 -5.05393 -2.82039
H3 -4.76160 -4.32096 -4.55167
H4 -5.07809 -1.89197 -4.99444
H5 -3.72516 -0.24368 -3.70541
H6 -2.25222 3.07001 -1.48616
H7 -0.79462 5.24672 -0.84793
H8 1.42987 6.09487 -0.21509
H9 3.25868 4.44282 0.38013
H10 2.70644 2.03215 0.35592
N4 -0.64986 1.29305 1.86433
C14 0.06203 0.87023 3.07738
C15 1.48386 0.41831 2.76353
O3 2.32584 0.36482 3.67424
N5 1.63943 0.08273 1.48795
C16 2.93634 -0.40353 1.08832
C17 2.95462 -0.58650 -0.41957
O4 3.94556 -1.05692 -0.98073
O5 1.87323 -0.23498 -1.03185
H11 -0.58292 2.29400 1.72097
H12 -1.62860 1.02358 1.90112
H13 -0.46332 0.00496 3.48439
H14 0.10377 1.64991 3.84220
H15 3.17452 -1.36651 1.54970
H16 3.74950 0.27575 1.37600
Br1 -1.99109 -1.40547 1.42748
C18 -0.03462 -6.26477 -2.73433
C19 1.03695 -5.42056 -3.41780
C20 0.42712 -4.16731 -4.04179
C21 2.18006 -5.07996 -2.45572
N6 1.74934 -4.36120 -1.27413
C22 1.44923 -3.07121 -1.11736
N7 1.08679 -2.86925 0.12608
N8 1.17920 -4.07379 0.73380
N9 1.55654 -4.97937 -0.09287
H17 -0.78874 -6.57672 -3.46057
H18 -0.53892 -5.68715 -1.95895
H19 0.39150 -7.15858 -2.27192
H20 1.50155 -6.01628 -4.21416
H21 -0.07233 -3.56018 -3.28590
H22 -0.32495 -4.43627 -4.78598
H23 1.18527 -3.54960 -4.52930
H24 2.93285 -4.46718 -2.95485
H25 2.66095 -5.98895 -2.09441
H26 1.51056 -2.29989 -1.86687

Computed properties:
Max |F|, Eh/bohr: 0.0303
Relative energy (zero: lowest compared OMol25 entry of this formula, charge and spin), kJ/mol: 82.91
2S+1: 1
Total energy, Ha: -5146.6925
Net charge: -2